(1)
Molecular formula: C51H121N3O11
Method: DFT, the ωB97M-V functional and the def2-TZVPD basis

```
186
Properties=species:S:1:pos:R:3:forces:R:3
O -2.2645 2.5976 -1.6362 0.0 0.2 -0.4
O 0.0627 3.6868 5.1272 0.2 -0.5 0.7
O -4.2706 2.4616 0.4390 0.1 0.2 -0.4
O 4.3530 2.6146 2.3395 0.2 0.7 -0.1
O 3.3032 0.8917 -4.9937 -0.5 -0.4 -0.2
O 2.7716 3.6202 0.2746 0.5 -0.7 0.5
O 0.1978 2.4153 -0.4367 0.5 0.2 -0.3
O -0.8922 -3.7494 5.4149 0.5 0.1 -0.4
O -2.3209 -3.0574 -1.9683 -0.4 0.0 0.3
O 1.2560 -3.0377 -1.8935 -0.5 -0.6 0.1
O -2.2468 4.1647 3.4186 1.0 0.2 0.6
N -2.4734 -3.1227 -3.3640 0.7 0.0 -1.4
N 2.3442 -2.8783 -2.7727 1.0 0.3 -0.1
N -0.6350 -2.4302 5.8501 -1.1 0.6 1.1
C 0.9674 1.2817 -5.4243 0.3 1.6 -0.8
C 4.3497 0.7529 3.9242 0.1 0.1 -0.2
C 4.7551 -2.9131 -3.0462 -0.2 0.4 -1.2
C 1.7288 -5.0291 -3.9503 0.1 0.2 0.2
C 3.6063 -3.2115 -2.0878 1.0 -0.6 0.2
C 1.7704 0.0836 -3.3639 -0.4 -0.1 0.0
C -5.6056 1.1271 1.9113 0.2 1.3 -1.3
C -4.5989 -4.5280 -3.2934 0.4 0.8 -0.9
C -4.8541 0.2558 -0.3318 0.6 0.2 -0.4
C 1.9809 0.3225 -4.8600 -0.2 0.8 0.4
C -0.1653 -0.0921 5.3508 0.0 0.7 0.4
C -0.3269 -0.9204 7.7105 -0.6 0.5 0.2
C 3.7788 -2.3126 -0.8643 -0.1 -0.1 0.2
C 3.2955 -3.2778 -5.0005 0.3 0.6 0.4
C -1.8624 4.0671 -3.5156 0.3 0.2 0.3
C 0.1491 1.3820 0.5421 -0.2 0.2 1.0
C -1.8783 -0.7482 -3.4653 -0.1 -0.9 0.7
C 1.0506 -3.0044 7.6450 0.3 -0.4 -0.6
C -3.1294 -4.3790 -5.3639 -0.6 -0.1 -0.7
C -0.3728 0.1044 -0.0862 -0.1 0.2 0.0
C 0.3429 0.0792 6.7633 -0.3 -0.7 0.7
C -0.0869 -1.5331 4.8457 0.2 -0.2 -1.2
C -2.7566 5.3177 1.3940 1.5 0.4 0.5
C -4.2479 -1.3406 -3.6459 -0.5 0.3 0.2
C 3.7587 4.0188 -0.6974 -1.9 1.0 -0.8
C 3.7687 -4.6715 -1.5717 -0.4 0.4 0.5
C 3.8944 1.2754 2.5588 -0.1 0.4 0.2
C -0.7462 1.8719 1.6693 -1.2 0.3 -0.5
C -2.3113 5.4907 2.8748 -2.1 -0.8 -1.1
C -1.3832 -3.1529 8.0564 0.4 -0.3 0.5
C -2.2980 -5.5079 -3.3301 -0.1 0.0 -0.5
C 3.2842 3.4464 -2.0343 1.1 0.0 -0.4
C 4.6243 -3.6500 -4.3843 0.0 -0.5 0.9
C -3.3316 6.3551 3.5837 0.9 0.8 0.7
C -2.6099 -1.9634 -5.4888 -0.7 -0.7 0.5
C -4.4738 1.1348 0.8579 -0.9 -1.1 0.6
C 2.0942 -3.5208 -4.0592 -0.7 -0.9 -1.4
C -0.3171 -2.3921 7.2826 0.7 0.1 -0.1
C 4.3068 0.3904 1.3858 -1.2 -0.6 0.6
C 3.7072 5.5497 -0.7026 0.3 0.6 0.1
C -2.8370 -1.8539 -3.9695 0.2 1.4 -0.2
C -3.4581 -3.0751 -6.1103 0.7 0.0 0.6
C -3.6739 2.3010 -3.5267 -1.1 1.0 -0.6
C -3.1598 -4.3283 -3.8322 0.1 -0.8 0.8
C 1.2598 4.4547 5.0388 -0.7 -0.1 -1.5
C 1.3159 -1.9620 4.3999 0.5 -0.8 0.6
C 1.7438 4.4117 3.5893 0.6 0.8 -0.3
C -1.0146 -1.6031 3.6249 0.6 0.3 -0.4
C 0.9304 -2.8376 -4.7970 -0.9 0.1 1.8
C 2.2605 3.8872 6.0091 -0.2 -0.5 0.6
C -2.2823 2.6829 -3.0670 -0.2 -0.5 0.3
H -4.4651 2.8634 -3.0129 0.3 -0.2 0.6
H -0.0306 0.8732 -5.5718 0.0 -0.3 0.3
H -5.4493 2.0221 2.5178 0.0 -0.4 0.6
H -1.9846 0.1723 -4.0350 -0.2 -0.2 0.0
H 0.9899 -5.3318 -4.6937 0.0 0.2 -0.1
H -2.2589 -5.5420 -2.2442 0.0 0.0 0.0
H 1.4261 -0.0574 6.8438 0.0 0.2 -0.3
H -0.8929 -2.5225 3.0500 -0.3 -0.2 0.3
H 2.8954 -4.8332 -0.9351 0.1 -0.5 -0.1
H 3.8944 6.0103 -1.6772 0.6 -0.2 0.1
H -1.7500 1.9091 1.2231 0.0 0.0 0.2
H 4.7225 -1.8503 -3.3258 0.1 0.1 0.3
H 3.2405 3.3252 1.0818 -0.1 0.2 -0.3
H -2.0426 -1.4024 3.9249 -0.1 -0.2 -0.1
H -2.1694 -4.7699 -5.7107 0.2 0.3 0.1
H -1.8681 4.9265 0.8907 -0.3 -0.1 -0.4
H 1.0087 -2.1541 -1.5917 0.2 0.2 -0.2
H 4.7474 3.6312 -0.4533 0.0 0.0 0.1
H -5.0118 -5.4080 -3.7851 0.0 -0.3 0.6
H -1.2896 -4.2358 7.9611 -0.1 0.1 -0.5
H -4.9939 -1.6026 -4.3968 0.0 -0.2 0.1
H -0.0266 -3.0456 -4.3008 0.1 -0.5 -0.1
H 1.8858 -0.5885 -5.4663 0.5 0.3 0.3
H 0.9832 5.4857 5.2909 0.4 0.1 0.1
H -0.6150 3.9988 4.5126 -0.1 0.0 -0.1
H 1.1368 4.9937 2.8872 -0.3 0.0 0.3
H 2.5836 -5.6916 -4.0800 0.1 0.0 0.2
H 1.2580 -3.0857 8.7130 -0.3 0.3 0.1
H 0.7429 -0.1792 -3.0848 0.2 -0.3 -0.4
H -3.5669 0.7380 1.3373 0.0 0.0 -0.1
H 1.1102 -4.0283 7.2639 0.0 0.1 -0.1
H 2.0215 -1.9027 5.2327 0.1 0.4 -0.2
H -0.5619 2.9107 1.9394 0.4 -0.1 0.1
H -1.3795 0.2120 -0.4990 0.1 0.4 0.0
H 3.8454 0.6868 0.4422 0.5 0.7 0.0
H -1.6131 1.9040 -3.4592 0.3 0.5 0.0
H -1.2946 -5.3911 -3.7449 0.1 0.1 0.2
H -3.5577 4.5912 1.2974 -0.1 0.1 0.1
H 5.5077 -3.4286 -4.9833 -0.2 0.1 -0.3
H -1.7920 -3.6991 5.0700 0.1 -0.1 0.1
H 1.8611 -2.4308 7.1926 0.0 0.0 0.1
H 3.7351 -0.0547 4.3240 0.0 -0.2 -0.4
H -4.5757 -1.6678 -2.6587 0.0 -0.3 -0.1
H -1.2019 0.2589 5.2788 -0.1 -0.3 0.3
H 3.2851 -2.1967 -5.1855 0.2 0.0 -0.1
H -1.1642 -3.0117 9.1196 -0.4 0.4 0.0
H -2.3863 -2.8265 7.7877 0.0 0.0 0.1
H -4.3622 6.0429 3.4297 0.0 0.0 -0.2
H 1.2893 1.6769 -6.3969 0.1 -0.5 -0.1
H -3.1224 3.8062 3.5859 -0.1 0.2 -0.1
H -4.2821 -0.2504 -3.5651 0.1 -0.5 -0.3
H -0.8240 -1.0325 -3.4800 -0.3 -0.3 -0.2
H -1.9212 4.1405 -4.6013 -0.2 0.3 0.0
H -1.3785 -3.2327 -1.8378 -0.1 0.0 0.0
H 1.7249 3.7704 6.9553 0.3 0.0 0.1
H -3.9201 0.0291 -0.8554 -0.2 -0.2 -0.3
H -2.4461 4.8199 -2.9792 -0.4 0.0 -0.4
H -5.5002 0.8251 -1.0037 0.0 0.1 0.0
H -3.1429 7.3726 3.2255 -0.6 0.0 -0.2
H 3.4211 2.3661 -1.9963 -0.6 -0.1 -0.1
H 0.1143 -0.8209 8.7065 0.0 -0.2 0.0
H -0.8275 1.2671 2.5720 0.4 -0.1 -0.1
H 4.6570 -4.7627 -0.9419 0.0 0.3 0.1
H 4.6350 -4.7259 -4.1818 0.1 0.0 -0.2
H 5.2821 2.7788 2.5311 0.0 -0.4 0.1
H -2.6686 -6.4613 -3.7139 -0.2 0.0 0.1
H 2.4522 -0.7217 -3.0715 -0.3 0.2 0.4
H 0.9213 3.0126 -0.1729 0.0 -0.1 -0.2
H 2.7255 5.9487 -0.4398 -0.2 -0.6 0.1
H -4.5192 -2.8313 -6.0424 0.0 0.0 0.0
H 1.9083 0.9908 -2.7757 0.5 0.2 -0.3
H -3.8551 -5.1340 -5.6833 0.0 -0.1 0.1
H 3.8980 3.7690 -2.8829 0.3 0.1 0.3
H -0.6988 -0.8181 2.9331 -0.1 0.1 0.1
H -1.5585 -2.2379 -5.5712 0.1 0.3 -0.5
H 1.1562 1.2340 0.9594 0.1 -0.2 -0.4
H 4.3703 5.9567 0.0658 0.2 0.1 -0.2
H -5.7214 0.1937 2.4491 0.2 0.0 0.2
H -4.5703 -4.5430 -2.2072 -0.3 -0.3 0.0
H 3.8296 -0.5898 1.5105 0.4 -0.2 0.3
H 1.7880 3.4141 3.1518 0.0 -0.2 0.4
H -0.4752 -0.6682 0.6785 0.4 -0.2 -0.2
H 5.7368 -3.1104 -2.6157 -0.1 0.0 0.4
H 0.8630 -3.2244 -5.8092 0.1 0.4 -0.2
H 4.3050 1.5290 4.6893 0.0 0.2 -0.2
H 3.9055 -5.4633 -2.3024 -0.5 0.2 -0.3
H 4.7447 -2.5367 -0.4086 0.0 0.1 0.0
H -3.0141 6.2801 0.9497 -0.1 -0.1 -0.1
H 0.3336 0.6883 4.7626 0.3 -0.7 -0.5
H -0.8410 4.3272 -3.2158 0.1 -0.5 -0.1
H 2.2902 3.7665 -2.3461 -0.3 -0.3 0.6
H 5.3885 0.2793 1.3726 0.0 0.0 -0.3
H 0.9782 -1.7541 -4.6559 0.2 -0.5 -0.8
H 1.2727 -5.1856 -2.9725 0.1 -0.2 0.0
H 0.0672 1.0729 7.1194 0.4 0.1 -0.1
H 1.3084 -3.0373 4.1909 -0.2 0.1 -0.2
H 0.9012 2.2272 -4.8707 -0.1 -0.4 0.5
H 3.8457 0.3563 -4.4043 0.2 0.2 -0.1
H -1.3688 -0.5959 7.8228 0.0 -0.2 -0.1
H -3.1359 6.4483 4.6576 -0.1 -0.4 0.0
H 3.1633 4.4748 6.1665 -0.2 0.4 -0.1
H 2.8190 1.4799 2.5752 -0.1 -0.6 0.0
H 3.1462 -3.7493 -5.9713 -0.2 -0.2 0.1
H -6.5199 1.3559 1.3537 -0.2 -0.2 0.1
H 0.2891 -0.1523 -0.9152 0.0 -0.4 0.1
H -3.8954 2.6503 -4.5438 0.6 -0.3 -0.2
H 3.0281 -2.5341 -0.1023 -0.1 0.1 -0.1
H -1.3234 5.9441 2.9338 0.1 -0.2 0.1
H -3.7945 2.4663 -0.4197 0.1 0.0 0.5
H 2.6087 2.8915 5.7208 -0.2 0.0 -0.2
H 5.3842 0.4120 3.8287 0.0 -0.1 0.2
H -5.3866 -0.6707 -0.1162 0.2 0.0 0.4
H -5.2410 -3.7115 -3.6272 0.0 0.1 0.2
H -2.8667 -1.0099 -5.9508 0.4 0.1 0.0
H 3.7568 -1.2494 -1.1073 -0.1 0.0 -0.1
H 1.7324 -1.4745 3.5170 -0.2 0.3 0.1
H -1.3880 2.9100 -1.3463 -0.1 -0.4 0.3
H -2.1479 -0.6147 -2.4150 0.2 0.6 -0.1
H -3.2028 -3.1655 -7.1670 -0.1 -0.1 0.0
H 2.7412 4.8626 3.5231 0.0 -0.2 0.0
H -3.9289 1.2444 -3.4873 0.4 0.5 0.3
```
Positions in Å, forces in eV/Å.

Computed properties:
Maximum force, eV/Å: 2.5
Energy relative to the best compared isomer or geometry (same formula, charge and spin), kJ/mol: 142.31
Orbital gap, eV: 8.4232
DFT total energy, Eh: -3007.5118
SMILES: CC1(C)CCCC(C)(C)N1O.CC1(C)CCCC(C)(C)N1O.CC1(C)CCCC(C)(C)N1O.CC(C)O.CC(C)O.CC(C)O.CC(C)O.CC(C)O.CC(C)O.CC(C)O.CC(C)O

(2)
Molecular formula: C42H69BrFINO18S2
Method: DFT, the ωB97M-V functional and the def2-TZVPD basis

```
135
Properties=species:S:1:pos:R:3:forces:R:3
I 3.7033 0.3175 -4.3564 -0.4 -0.6 0.7
Br 4.3242 -2.3307 -7.0428 -0.3 -1.3 1.2
S 2.7151 -1.4672 2.1938 -0.5 -0.1 -0.7
S 0.7971 -2.7809 -2.0195 0.4 1.0 2.2
F 2.1041 -5.2743 1.4253 0.0 -1.0 -2.8
O -2.4056 -2.1994 -6.6669 1.4 0.0 1.2
O -10.0998 4.8137 0.0298 2.0 -1.7 0.2
O -8.0708 9.0301 2.6167 1.0 0.9 -0.2
O 4.0577 4.3893 4.4844 -0.9 -1.2 -0.5
O -1.3194 -3.9369 -5.7278 0.5 1.3 0.4
O -0.7570 -1.7992 -5.1289 -2.1 -1.4 -1.6
O -3.5834 1.3408 0.3977 1.3 0.1 2.2
O -3.5388 2.2080 2.5169 0.1 -0.5 -1.4
O -1.8263 0.9263 1.8063 -1.2 0.3 -0.9
O -6.4676 10.6545 2.8016 -1.3 -1.8 -1.5
O -6.8593 9.6038 0.8047 0.1 0.5 0.9
O -9.0608 3.0250 1.0128 -0.4 1.0 -0.5
O 2.2699 3.0354 4.0218 2.6 0.2 -0.1
O 0.8517 -1.8138 5.7818 -1.2 0.1 0.3
O 4.4156 2.3254 3.6521 -0.7 0.6 0.4
O -1.3162 -1.2813 6.2914 2.0 -1.5 0.3
O -7.9318 4.2812 -0.4798 -1.4 0.2 0.5
O -0.2772 -3.0700 7.2743 -0.4 1.0 -0.6
N 3.0469 -2.8462 -0.8308 -3.2 1.7 2.6
C -3.0326 1.4795 1.4753 -0.8 -0.2 -1.5
C 7.4623 -2.5847 -1.8741 -0.7 0.9 0.8
C 2.3812 -4.0211 -5.3587 0.1 -0.3 -0.9
C -7.5838 8.4301 0.4816 -0.1 -0.2 -0.9
C 2.1339 -5.8694 0.0692 -0.1 -0.4 -1.1
C -1.4322 -2.5745 -5.7822 0.2 1.2 0.4
C 2.2849 -2.3427 -3.1398 -1.5 0.1 0.9
C 6.0447 -3.4518 -1.6864 1.4 1.1 -0.7
C -7.8588 2.3432 0.7012 0.3 -0.7 0.5
C 1.7243 -2.7458 -4.5979 -0.4 -0.8 -1.0
C 1.7925 -2.6480 6.4378 1.3 -0.5 -0.4
C 4.8782 -2.5757 -2.4327 -0.1 0.0 1.0
C -6.9911 3.4470 0.1763 1.4 -0.6 -0.5
C 3.9586 -3.8876 -5.7753 -0.2 -2.2 -0.2
C 5.4393 4.1032 4.6284 1.2 0.9 0.2
C -2.7335 -3.3617 -7.4105 -1.2 -0.4 -1.0
C -5.9199 2.9765 -0.7862 0.0 0.2 -0.2
C -9.2606 7.0874 1.8077 -0.2 0.1 0.3
C -8.6995 8.4565 1.4822 -0.9 -1.3 0.0
C -4.1793 -3.3267 -7.8616 -0.2 0.4 0.0
C -9.1198 4.1050 0.1748 -1.7 1.1 -0.4
C 3.3500 -3.2452 -2.2930 1.4 1.5 1.1
C 3.0584 0.3580 1.9098 -0.1 1.1 -0.9
C -0.5672 0.6263 3.8481 0.0 -0.3 -0.3
C 3.2163 -4.8689 -2.2060 0.6 -1.1 -1.7
C 3.5467 -5.5512 -0.7624 -0.4 -1.4 0.2
C 0.1413 0.6492 -1.8522 0.5 0.1 0.2
C 1.2690 -2.0202 1.0744 0.0 0.9 -0.8
C -1.4184 1.5573 3.0091 1.2 -0.2 1.2
C -7.0775 9.8376 2.1350 1.1 1.6 1.4
C -2.4317 -4.4580 -6.4338 -0.3 -1.0 -0.3
C 3.4716 3.2320 4.0507 -2.5 0.2 0.2
C 0.8302 0.0122 -3.2380 -0.7 1.4 -0.3
C -0.3362 -1.9900 6.4363 -1.9 1.2 -0.1
C 6.2773 5.3419 4.3863 -0.2 0.4 0.0
C -2.7305 1.9109 3.6418 0.0 0.4 1.0
C 1.7645 -2.5231 -0.4047 2.3 -1.2 -2.9
C 2.2858 -0.6930 -2.9757 -0.2 0.2 1.2
C 5.6471 3.0243 3.6087 1.0 -0.3 -0.1
C 3.9462 0.6742 0.5496 0.0 -0.1 0.6
C 2.8637 -3.1185 5.4753 0.1 0.2 -0.3
C 0.9248 -3.7518 6.9628 0.3 -0.7 0.5
H 4.3556 -5.0141 -0.1112 -1.8 -0.9 -1.2
H 3.6147 -3.7269 5.9882 -0.1 0.1 0.0
H 0.9285 0.6650 -0.9647 -1.5 -0.1 -1.8
H -3.1914 1.0808 4.1888 0.2 0.0 0.0
H -8.0828 1.5702 -0.0424 0.2 0.1 0.0
H 2.2456 -2.0682 7.2510 -0.1 -0.1 0.0
H -2.1709 -5.3983 -6.9273 0.1 0.2 0.2
H -9.9594 7.1516 2.6485 0.0 0.0 -0.2
H -4.4230 -4.2014 -8.4720 0.1 0.1 0.1
H 2.4327 -3.7088 4.6593 0.0 0.0 0.2
H -2.6557 2.7776 4.3044 -0.1 -0.1 -0.2
H 6.2115 -4.4913 -2.1997 -0.6 1.8 1.2
H 0.7008 -4.5248 6.2191 0.2 0.1 0.0
H 4.7173 -3.9273 -4.8782 -1.6 0.6 -1.8
H -9.7838 6.6610 0.9465 0.1 0.2 0.2
H 7.5123 -2.0411 -2.9255 0.0 -1.5 2.1
H 3.8229 -2.7832 -0.1291 -0.9 0.0 -0.8
H 0.0542 -0.6541 -3.8236 1.9 1.4 1.5
H 1.7824 -4.1533 -6.3840 1.3 0.4 2.3
H 3.2435 1.0899 -0.3119 1.7 -0.9 1.8
H 0.5571 -2.9775 -4.4873 3.1 0.5 -0.2
H -0.1596 1.7838 -2.0317 0.5 -2.6 0.3
H -7.9453 8.4699 -0.5497 0.2 0.1 0.2
H -3.2402 -4.6419 -5.7174 0.0 0.1 -0.2
H 1.2386 -5.4712 -0.6122 1.8 -0.5 2.0
H -8.4678 6.3958 2.1131 0.0 0.1 -0.1
H -6.5380 4.0268 0.9895 -0.1 -0.1 0.0
H 3.7104 0.7517 2.8242 -2.0 -1.4 -1.9
H 1.9597 -7.0490 0.1246 0.6 2.7 0.4
H -2.0684 -3.4017 -8.2815 0.0 -0.1 0.1
H 6.1378 5.7231 3.3687 0.0 -0.2 0.1
H 5.9016 -3.5270 -0.5051 0.1 -0.1 -2.7
H 7.4094 -1.7036 -1.0733 0.2 -1.8 -1.7
H -6.9149 7.5694 0.5934 -0.2 0.0 0.1
H -0.2154 1.1250 4.7562 0.0 -0.1 -0.2
H 2.0056 0.9053 1.8564 2.4 -1.0 0.3
H -0.7792 0.0309 -1.4751 1.7 1.3 -0.8
H 5.1406 -2.2670 -3.5341 -0.5 -0.9 2.2
H -5.4216 3.8340 -1.2511 0.0 -0.1 0.2
H 7.3407 5.1343 4.5390 -0.2 0.0 0.0
H -9.5071 9.1296 1.1697 0.1 0.0 -0.1
H 2.2360 -5.0686 -4.8040 0.4 2.4 -1.0
H -0.8446 2.4525 2.7407 -0.1 0.0 0.0
H -7.4398 1.8697 1.5935 -0.2 0.1 -0.1
H 3.9944 -6.6333 -0.9985 -0.9 2.5 0.4
H 5.6010 3.7328 5.6478 0.0 -0.1 -0.1
H 4.7998 -1.5495 -1.8268 0.2 -2.1 -1.5
H 2.1562 -5.2670 -2.5827 2.3 1.1 0.9
H 1.7634 -1.8302 -5.3631 0.2 -1.9 2.0
H -4.3741 -2.4222 -8.4478 0.1 -0.2 0.0
H 1.0064 0.9660 -3.9344 -0.3 -2.3 1.5
H 2.6347 -0.3379 -1.8916 -0.6 -1.1 -2.4
H -4.8618 -3.2963 -7.0052 0.2 -0.1 -0.1
H 0.6033 -1.0550 0.9499 1.1 -2.1 -0.2
H 3.9961 -5.3221 -2.9867 -1.7 1.1 1.6
H 3.3620 -2.2610 5.0105 0.0 -0.1 0.2
H 8.4189 -3.2145 -1.6229 -2.0 1.2 -0.7
H 0.3009 0.2832 3.2752 0.0 0.2 0.1
H 4.4946 -0.3249 0.2308 -1.1 2.1 0.5
H -1.1257 -0.2713 4.1356 0.0 0.3 0.0
H -6.3508 2.3862 -1.6023 -0.1 0.0 0.2
H 5.9740 6.1462 5.0649 0.1 -0.2 0.0
H 4.7825 1.4660 0.8486 -1.9 -1.6 -0.9
H 5.7929 3.4047 2.5915 0.0 0.2 0.2
H -5.1689 2.3681 -0.2733 -0.3 0.2 -0.1
H 4.2059 -4.8517 -6.4362 -0.5 2.3 1.4
H 0.6303 -2.8435 1.6042 1.4 1.4 -1.1
H 6.4779 2.3610 3.8646 -0.3 0.0 0.0
H 1.3437 -4.2253 7.8550 -0.2 0.1 -0.1
```
Positions in Å, forces in eV/Å.

Computed properties:
Net charge: +1
Maximum force, eV/Å: 4.5
Orbital gap, eV: 7.7949
DFT total energy, Eh: -6818.3259